1.
22
Properties=species:S:1:pos:R:3:forces:R:3:nbo_charge:R:1 method="wB97M-V/def2-TZVPD" total_energy_ha=-474.815898 s_squared=2.007 spin_multiplicity=3 homo_ev="-9.32 / -13.70" de_lowest_kcal_mol=93.5 total_charge=+1
C 0.464960 -0.285385 -0.638793 0.78 -0.37 -3.73 -0.510
C 0.769004 0.526942 0.502812 0.33 -1.40 2.91 0.339
C -1.881325 1.566727 -0.133982 -6.13 -2.01 -5.79 0.496
C 1.665917 -1.311131 -0.604269 -1.39 -0.99 0.07 -0.392
C 1.753417 -0.146658 1.392743 -0.92 -0.42 2.44 -0.465
C 1.803386 -1.601401 0.869136 -4.58 2.78 -0.24 -0.372
N 0.169696 1.530837 0.982316 -2.20 2.05 -2.48 -0.132
N -0.803777 2.114395 0.209573 7.50 4.36 4.88 -0.316
N -2.892436 2.425289 -0.911006 -1.06 -0.01 -0.46 -0.773
O -2.550243 0.486681 0.165827 -0.30 -2.46 2.79 -0.643
H 0.380901 0.384318 -1.588892 -0.03 -1.47 1.42 0.257
H 1.504177 -2.296091 -1.039697 -0.21 0.43 -0.92 0.233
H 2.627374 -0.927977 -0.876261 0.28 0.61 -0.91 0.218
H -0.496677 -0.832999 -0.443374 0.81 0.48 -0.40 0.248
H 1.336321 -0.054381 2.485560 1.40 0.07 -1.84 0.251
H 2.660225 0.442344 1.209222 0.33 -0.42 0.60 0.258
H 0.865032 -2.163561 1.191089 1.31 0.56 -0.01 0.191
H 2.631971 -2.133165 1.001910 3.38 -2.12 1.25 0.228
H -3.784134 2.599649 -0.271370 1.59 -0.01 -1.37 0.420
H -3.220235 1.750848 -1.703837 0.45 1.87 1.54 0.462
H -2.550533 3.388666 -1.340187 -0.57 -2.59 1.29 0.481
H -2.122535 -0.063984 0.894189 -0.79 1.05 -1.02 0.520



2.
23
Properties=species:S:1:pos:R:3:forces:R:3:nbo_charge:R:1 method="wB97M-V/def2-TZVPD" total_energy_ha=-550.216259 homo_ev="-12.63 / -12.63" de_lowest_kcal_mol=98.7 total_charge=+1
C 2.418375 -0.486890 0.368403 2.60 1.11 -0.87 -0.087
C 2.115729 0.829107 0.161475 -0.90 -2.11 0.80 -0.366
C 1.651098 -1.692895 0.357823 0.22 -3.94 -1.21 -0.136
C 0.789200 1.350690 0.010125 -2.26 0.01 -0.39 0.642
C -1.749531 0.945413 -0.357575 2.13 0.53 1.12 -0.227
C -2.142334 0.219219 -1.632977 -0.31 -1.20 3.05 -0.099
N 0.640722 -2.178342 1.029103 0.44 2.31 0.96 -0.113
N 0.158747 -1.447194 2.067204 -1.32 -1.01 -0.66 -0.620
N -0.283797 0.588827 -0.153129 1.08 -0.32 -0.79 -0.508
O 0.510129 2.652964 -0.016829 -0.66 -1.16 -0.28 -0.618
O -2.087243 -1.130953 -1.166259 0.76 -0.19 -0.36 -0.730
H 3.580592 -0.639151 0.264346 -2.36 -0.05 0.44 0.257
H 2.961277 1.436476 0.116499 0.83 1.46 -0.21 0.251
H 2.104633 -2.555389 -0.350879 -0.99 2.22 1.55 0.250
H -2.092587 0.453191 0.581256 -1.00 0.52 -1.12 0.243
H -1.784227 2.026720 -0.270801 -0.47 0.02 -0.34 0.239
H -3.096743 0.328676 -2.014344 -2.29 1.23 -0.11 0.203
H -1.564965 0.335504 -2.475573 2.20 0.68 -1.56 0.193
H -0.740377 -1.667886 2.447293 -0.23 -1.18 -0.39 0.391
H -0.148843 -0.411589 -0.372410 0.28 0.53 0.48 0.452
H 0.454506 -0.649563 2.569674 1.75 1.07 -0.39 0.376
H 1.177195 3.192867 0.370808 1.15 0.71 0.42 0.516
H -2.871556 -1.499802 -1.533234 -0.68 -1.26 -0.16 0.490



3.
25
Properties=species:S:1:pos:R:3:forces:R:3:nbo_charge:R:1 method="wB97M-V/def2-TZVPD" total_energy_ha=-1023.608467 homo_ev="-11.90 / -11.90" de_lowest_kcal_mol=50.4 total_charge=+1
C -0.199960 1.461060 -0.657524 1.61 1.76 -1.78 -0.037
C -1.402142 1.898893 -0.256237 0.58 -0.86 -0.27 -0.037
C -1.062119 -0.034488 0.652095 0.05 1.69 -1.63 0.200
C -3.380544 0.864759 0.934740 1.67 -2.11 2.06 -0.405
C 0.508142 -2.710893 0.028403 0.86 -2.84 1.33 -0.130
C 1.216688 -0.489528 -0.270885 4.08 0.93 0.48 -0.190
N 0.028570 0.242054 -0.117877 -1.01 -1.45 1.65 -0.296
N -1.959996 0.943292 0.489822 -0.21 -2.07 0.86 -0.262
N 1.421041 -1.808707 0.071637 -3.06 0.71 -0.60 -0.375
O 2.880919 1.554738 -0.899115 -0.13 0.00 -0.52 -0.929
O 2.531564 1.095228 1.399686 0.14 -1.84 0.42 -0.888
O 3.801539 -0.566215 -0.005747 -0.10 -0.12 0.52 -0.901
S 2.785386 0.427801 -0.032265 -1.92 0.13 -0.33 2.354
H 0.529157 1.988225 -1.304842 -0.57 -0.74 0.60 0.290
H -1.902552 2.750425 -0.489422 -1.22 2.30 -0.73 0.242
H -1.285430 -0.786342 1.306780 0.07 -2.22 1.13 0.233
H -3.726787 -0.237935 1.216813 1.31 2.50 0.08 0.248
H -3.423316 1.655375 1.677706 -0.90 -0.44 0.35 0.241
H -3.961032 1.033975 0.115944 -1.62 1.04 -2.27 0.228
H 0.665945 -3.754852 0.403846 0.39 1.29 -0.55 0.232
H -0.455065 -2.513044 -0.281742 -1.78 0.75 -0.69 0.188
H 1.007754 -1.474089 -3.140618 -1.07 0.06 1.38 0.060
H 0.538413 -1.424691 -2.494598 1.02 -0.12 -1.52 -0.059
H 2.532392 2.037199 1.314099 0.21 1.23 -0.19 0.521
H 2.311437 -2.152235 0.339313 1.59 0.44 0.20 0.472



4.
28
Properties=species:S:1:pos:R:3:forces:R:3:nbo_charge:R:1 method="wB97M-V/def2-TZVPD" total_energy_ha=-10546.177971 s_squared=2.065 spin_multiplicity=3 homo_ev="-12.07 / -11.93" de_lowest_kcal_mol=10.8 total_charge=+1
W 1.943103 0.252020 2.643960 0.28 0.17 -2.02 0.291
Se 2.573713 -1.260196 1.044342 -0.33 0.66 0.94 0.084
Se 4.262094 1.459487 2.802070 -0.16 -0.55 0.62 0.244
Se 3.876940 -0.088367 4.394061 0.05 0.54 -0.67 0.199
Se 0.780385 -0.417536 4.583387 -0.43 -0.41 0.21 0.128
C 0.347060 1.534146 -2.636991 -0.07 0.02 0.02 -0.621
C -1.016787 1.481066 -1.954918 0.20 -0.04 -0.08 -0.234
N -0.896296 1.148032 -0.534139 0.01 0.10 -0.34 -0.544
C -0.702275 -0.056995 -0.023698 0.43 0.14 0.39 0.398
S -0.545021 -0.153246 1.717177 -0.15 -0.04 0.82 -0.145
N -0.707855 -1.133661 -0.782148 0.02 -0.09 -0.28 -0.551
C -0.691333 -2.529640 -0.334236 -0.18 -0.16 0.07 -0.222
C -2.097900 -3.111860 -0.299092 0.09 0.05 0.02 -0.620
H 0.237480 1.778958 -3.692922 -0.03 -0.03 0.01 0.238
H 0.867011 0.578456 -2.557548 0.03 0.01 -0.02 0.208
H 0.967509 2.302890 -2.176439 0.02 -0.02 0.00 0.223
H -1.679737 0.764481 -2.444731 -0.05 0.01 0.05 0.199
H -1.510272 2.448588 -2.009609 -0.04 -0.01 0.01 0.235
H -0.868064 1.911590 0.120618 -0.01 -0.03 0.14 0.432
H -0.910619 -1.013896 -1.765812 0.03 0.08 0.03 0.409
H -0.243334 -2.570954 0.654035 0.10 0.08 0.00 0.235
H -0.054674 -3.081738 -1.024866 0.03 0.03 0.00 0.215
H -2.701340 -2.601704 0.452056 -0.01 -0.01 -0.01 0.222
H -2.050106 -4.169722 -0.043486 -0.02 0.01 -0.01 0.236
H -2.592466 -3.016608 -1.266756 0.01 -0.03 0.00 0.212
O 0.841721 4.254036 1.324026 0.02 -0.07 0.02 -0.487
C 1.144028 3.196446 1.713411 -0.03 -0.11 -0.02 0.868
N 1.427043 2.095925 2.098252 0.23 -0.31 0.08 -0.851